[1]
C7H22BeN10O11 | ωB97M-V/def2-TZVPD

Structure (XYZ):
```
51
C7H22BeN10O11 | OMol25 | ωB97M-V/def2-TZVPD
Be -15.53 -18.09 -10.42
O -12.74 -17.41 -14.16
C -13.73 -17.35 -13.39
O -13.92 -17.99 -12.34
O -14.76 -16.76 -13.79
H -13.17 -16.77 -14.73
O -19.06 -18.48 -12.21
C -18.26 -17.52 -12.65
O -18.57 -16.84 -13.62
O -17.36 -17.11 -11.95
H -18.72 -18.69 -11.34
C -17.04 -21.18 -12.07
O -16.50 -20.09 -11.72
N -16.48 -22.41 -12.13
N -18.25 -21.27 -12.43
H -15.52 -22.57 -11.85
H -17.05 -23.17 -12.48
H -18.84 -20.46 -12.41
H -18.47 -22.16 -12.87
C -17.02 -15.93 -7.84
O -16.42 -15.91 -8.89
N -18.25 -15.88 -7.46
N -16.37 -16.01 -6.75
H -19.08 -15.69 -8.01
H -18.51 -15.85 -6.49
H -15.39 -15.84 -6.90
H -16.84 -15.66 -5.93
C -15.83 -21.24 -8.26
O -15.77 -20.08 -8.48
N -15.04 -22.15 -8.84
N -16.60 -21.86 -7.46
H -14.54 -21.77 -9.63
H -15.49 -23.05 -8.90
H -16.60 -22.86 -7.30
H -17.33 -21.40 -6.93
C -12.66 -16.55 -9.01
O -13.79 -17.00 -8.94
N -11.96 -16.62 -10.11
N -11.97 -15.99 -8.07
H -12.51 -16.93 -10.90
H -11.17 -16.04 -10.33
H -12.42 -15.90 -7.17
H -10.97 -16.00 -8.24
C -12.26 -20.01 -10.42
O -13.31 -19.47 -10.12
N -11.65 -20.88 -9.78
N -11.67 -19.80 -11.54
H -10.71 -21.17 -10.04
H -12.18 -21.34 -9.05
H -12.29 -19.28 -12.15
H -10.97 -20.46 -11.81
```

Summary:
Spin multiplicity = 1
Total charge = 0
E = -1669.83914 Eh
Energy relative to the best compared isomer or geometry (same formula, charge and spin) = 8.685 eV
HOMO = -0.2483 Eh
Gap between HOMO and LUMO = 6.06 eV

=====

[2]
C7H22ClI2N2P2RhS | ωB97M-V/def2-TZVPD

Structure (XYZ):
```
38
C7H22ClI2N2P2RhS | OMol25 | ωB97M-V/def2-TZVPD
I 0.00 2.14 -0.06
I -0.01 -0.87 1.85
Rh 0.00 0.28 -2.00
P -2.21 -0.03 -1.39
C -3.10 0.18 0.20
C -2.83 1.35 -2.41
H -3.89 1.18 -2.62
H -3.88 -1.47 -2.38
H -2.23 1.40 -3.33
H -2.20 -1.88 -2.93
H -2.80 1.13 0.68
H -2.71 2.29 -1.85
C -2.83 -1.59 -2.07
H -4.18 0.21 0.01
H -2.77 -2.36 -1.28
H -2.86 -0.65 0.87
P 2.21 -0.01 -1.39
C 3.10 0.20 0.20
C 2.83 -1.57 -2.07
H 2.22 1.41 -3.33
H 3.88 1.20 -2.63
H 2.70 2.30 -1.85
C 2.82 1.36 -2.41
H 2.21 -1.87 -2.93
H 3.88 -1.45 -2.38
H 4.18 0.24 0.00
H 2.86 -0.63 0.87
H 2.78 -2.34 -1.28
H 2.80 1.15 0.67
Cl 0.00 -0.71 -4.05
N 0.00 -1.24 4.85
C 0.00 0.09 4.80
N 0.00 0.81 5.94
S 0.00 1.01 3.31
H 0.00 -1.73 5.74
H 0.00 -1.73 3.94
H 0.00 1.82 5.82
H 0.00 0.41 6.88
```

Summary:
Spin multiplicity = 5
Total charge = +2
E = -2635.88719 Eh
Energy relative to the best compared isomer or geometry (same formula, charge and spin) = 1.687 eV
HOMO (spin up / spin down) = -0.4885 / -0.5658 Eh
Gap between HOMO and LUMO (spin up / spin down) = 5.49 / 5.91 eV

=====

[3]
C7H22INO12 | ωB97M-V/def2-TZVPD

Structure (XYZ):
```
43
C7H22INO12 | OMol25 | ωB97M-V/def2-TZVPD
C -3.76 -0.04 -0.93
C -2.66 0.35 -1.89
O -2.70 0.22 -3.07
N -1.40 0.80 -1.25
C -0.76 -0.41 -0.68
C -1.57 1.88 -0.41
C -2.39 2.94 -0.50
I -3.77 3.45 -1.92
C -2.22 3.79 0.69
O -2.65 4.86 0.96
O -1.37 3.10 1.57
C -0.73 2.14 0.84
O 0.33 1.73 1.20
H -4.70 0.01 -1.47
H -3.77 0.61 -0.06
H -3.57 -1.07 -0.60
H -0.98 -1.24 -1.34
H -1.19 -0.65 0.30
H 0.32 -0.28 -0.60
O 1.97 -0.84 1.28
H 1.51 -0.04 1.58
H 2.34 -1.22 2.09
O 1.21 -4.09 1.45
H 1.93 -4.39 2.01
H 1.54 -3.34 0.96
O 3.84 -1.15 3.38
H 4.27 -0.43 2.91
H 4.50 -1.47 4.00
O 1.35 0.33 -3.27
H 1.01 -0.20 -4.00
H 0.55 0.59 -2.78
O 1.26 2.41 -1.40
H 1.54 1.84 -0.68
H 2.00 2.40 -2.02
O 0.78 -2.85 -1.36
H 1.68 -2.52 -1.44
H 0.80 -3.73 -1.76
O 4.77 -1.34 0.33
H 4.56 -1.93 -0.40
H 3.92 -1.01 0.64
O -2.63 0.28 2.16
H -2.95 0.89 2.83
H -2.18 -0.41 2.66
```

Summary:
Spin multiplicity = 1
Total charge = 0
E = -1535.27126 Eh
SMILES = CC(=O)N(C)C1=C(I)C(=O)OC1=O.O.O.O.O.O.O.O.O
HOMO = -0.3311 Eh
Gap between HOMO and LUMO = 8.42 eV

=====

[4]
C7H22O6 | ωB97M-V/def2-TZVPD

Structure (XYZ):
```
35
C7H22O6 | OMol25 | ωB97M-V/def2-TZVPD
C 1.49 -0.17 -2.38
C 0.74 -0.09 -3.49
C 1.16 -0.93 0.15
C 0.84 -0.58 -1.11
C -0.05 -2.65 3.31
C 0.87 -1.91 2.36
C 0.30 -1.47 1.20
H 2.51 -0.01 -2.29
H -0.29 -0.36 -3.47
H 1.01 0.29 -4.47
H 2.16 -0.79 0.40
H -0.39 -0.47 -1.16
H 0.74 -2.96 4.09
H -0.84 -1.94 3.89
H -0.50 -3.43 2.95
H 1.96 -1.83 2.57
H -0.74 -1.33 1.09
H -2.42 -0.39 1.55
H -3.06 -1.71 1.84
O -3.20 -0.91 1.35
H -2.85 -3.13 -0.95
H -3.43 -1.83 -0.90
O -2.70 -2.34 -1.37
H 4.41 1.64 -0.85
H 3.90 2.00 -2.13
O 3.82 1.37 -1.40
H -2.81 3.44 -1.82
H -1.81 4.31 -1.60
O -2.34 3.69 -1.08
H 2.01 2.27 0.36
H 2.74 3.17 -0.50
O 2.30 3.15 0.28
H -1.70 2.74 1.29
H -1.96 1.31 0.75
O -1.83 1.83 1.57
```

Summary:
Spin multiplicity = 1
Total charge = 0
E = -731.17663 Eh
Energy relative to the best compared isomer or geometry (same formula, charge and spin) = 4.553 eV
SMILES = C=C/C=C/C=C/C.O.O.O.O.O.O
HOMO = -0.2893 Eh
Gap between HOMO and LUMO = 8.25 eV

=====

[5]
C7H23Ag2BrN7O4 | ωB97M-V/def2-TZVPD

Structure (XYZ):
```
44
C7H23Ag2BrN7O4 | OMol25 | ωB97M-V/def2-TZVPD
Ag 20.42 -15.59 19.38
Ag 23.17 -15.25 22.43
Br 21.55 -13.39 20.73
C 22.85 -8.30 20.85
C 23.73 -9.57 20.85
C 25.15 -9.23 21.15
O 25.76 -8.82 19.89
C 27.11 -8.53 20.09
N 23.21 -10.61 21.72
H 23.06 -7.78 21.79
H 21.77 -8.38 20.68
H 23.22 -7.64 20.07
H 23.76 -9.89 19.81
H 25.65 -10.03 21.69
H 25.12 -8.41 21.86
H 27.59 -9.39 20.56
H 27.14 -7.74 20.84
H 27.51 -8.16 19.15
H 22.25 -10.83 21.49
H 23.78 -11.43 21.56
C 18.42 -10.81 20.70
O 17.37 -10.26 20.61
N 18.97 -11.52 19.76
N 18.99 -10.99 21.83
H 18.48 -11.49 18.88
H 19.82 -12.06 19.87
H 19.77 -11.63 21.85
H 18.52 -10.55 22.62
C 25.53 -13.03 22.28
O 24.59 -13.12 23.01
N 26.75 -12.74 22.70
N 25.24 -13.07 21.04
H 27.54 -12.46 22.13
H 26.96 -12.92 23.68
H 26.05 -12.84 20.48
H 24.31 -12.88 20.68
C 18.07 -15.75 23.03
O 17.64 -16.87 23.31
N 19.06 -15.50 22.28
N 17.44 -14.58 23.15
H 19.62 -16.31 22.08
H 19.13 -14.65 21.74
H 16.59 -14.49 23.69
H 17.98 -13.74 22.98
```

Summary:
Spin multiplicity = 1
Total charge = +1
E = -3832.45694 Eh
HOMO = -0.4262 Eh
Gap between HOMO and LUMO = 5.69 eV

=====

[6]
C7H23FeO12PPd | ωB97M-V/def2-TZVPD

Structure (XYZ):
```
45
C7H23FeO12PPd | OMol25 | ωB97M-V/def2-TZVPD
Fe -2.96 0.21 -0.56
Pd -1.05 1.95 -2.42
O -0.95 0.38 -0.93
H -0.52 0.55 -0.07
P -3.79 2.54 -3.00
O -4.97 1.62 -3.40
O -4.09 3.81 -2.22
O -2.51 2.72 -3.93
O -3.10 1.76 -1.84
C 1.50 -1.55 3.03
C 0.04 -1.53 2.91
O -0.62 -0.93 4.08
O 1.98 -2.59 3.95
H 1.99 -0.61 3.29
H 2.01 -1.63 2.07
H -0.49 -2.48 2.89
H -0.26 -1.12 1.94
H -1.33 -0.34 3.82
H 2.94 -2.50 3.98
C -1.79 -2.81 -1.90
C -0.78 -2.85 -0.75
O 0.40 -2.11 -1.00
O -2.65 -1.65 -1.78
H -2.41 -3.70 -1.79
H -1.29 -2.89 -2.87
H -0.30 -3.81 -0.54
H -1.11 -2.56 0.25
H 0.13 -1.22 -1.24
H -2.87 -1.44 -2.70
C 3.83 1.54 -1.39
C 2.60 0.67 -1.14
O 1.52 1.56 -0.76
O 3.90 2.32 -2.63
H 4.70 0.89 -1.40
H 3.87 2.16 -0.50
H 2.70 -0.04 -0.31
H 2.20 0.05 -1.94
H 0.80 0.99 -0.47
H 4.83 2.49 -2.77
C -0.05 2.09 2.17
O -0.90 2.26 3.24
H 0.85 2.70 2.18
H 0.31 1.09 1.91
H -0.65 2.35 1.29
H -1.67 1.69 3.21
```

Summary:
Spin multiplicity = 8
Total charge = -1
E = -2916.23761 Eh
HOMO (spin up / spin down) = -0.1198 / -0.1907 Eh
Gap between HOMO and LUMO (spin up / spin down) = 5.51 / 6.01 eV

=====

[7]
C7H23MnO7 | ωB97M-V/def2-TZVPD

Structure (XYZ):
```
38
C7H23MnO7 | OMol25 | ωB97M-V/def2-TZVPD
Mn -1.59 2.43 -2.59
C -0.04 -0.31 -0.02
C -0.53 0.67 -1.07
O 0.20 1.17 -1.92
O -1.69 1.07 -0.90
H 0.18 0.24 0.90
H 0.89 -0.70 -0.43
H -0.82 -1.01 0.26
C 1.64 -3.19 1.49
O 2.25 -4.46 1.76
H 1.14 -3.24 0.52
H 1.14 -2.80 2.38
H 2.38 -2.46 1.16
H 2.34 -4.92 0.92
C -1.87 3.19 2.39
O -0.66 3.06 1.67
H -2.46 2.28 2.30
H -1.76 3.51 3.43
H -2.51 3.95 1.94
H -0.90 2.86 0.76
C -4.73 0.18 1.82
O -4.48 1.08 0.71
H -5.73 0.30 2.24
H -4.69 -0.82 1.38
H -3.93 0.37 2.54
H -3.64 0.77 0.35
C 1.53 -1.22 -4.20
O 0.57 -0.21 -4.46
H 1.53 -1.68 -3.21
H 1.43 -2.01 -4.94
H 2.55 -0.85 -4.32
H 0.65 0.43 -3.75
C 3.37 0.57 0.20
O 3.98 -0.53 -0.47
H 3.98 1.47 0.12
H 2.46 0.96 -0.26
H 3.05 0.54 1.24
H 4.75 -0.70 0.08
```

Summary:
Spin multiplicity = 6
Total charge = +1
E = -1957.76320 Eh
Energy relative to the best compared isomer or geometry (same formula, charge and spin) = 2.701 eV
HOMO (spin up / spin down) = -0.4461 / -0.4461 Eh
Gap between HOMO and LUMO (spin up / spin down) = 4.54 / 4.57 eV

=====

[8]
C7H23NO5 | ωB97M-V/def2-TZVPD

Structure (XYZ):
```
36
C7H23NO5 | OMol25 | ωB97M-V/def2-TZVPD
C 3.19 -0.60 -1.85
C 2.09 -0.60 -2.91
C 1.02 -1.64 -2.46
N -0.69 -1.73 0.87
C -0.02 -2.09 -0.29
C 0.26 -1.18 -1.25
C -0.26 0.18 -1.15
C -1.43 0.41 -1.76
H 4.04 0.00 -2.17
H 2.90 -0.05 -0.94
H 3.38 -1.61 -1.51
H 2.47 -0.91 -3.88
H 1.68 0.39 -3.03
H 1.52 -2.61 -2.34
H 0.34 -1.92 -3.28
H -0.67 -2.24 1.75
H -0.53 -0.78 1.16
H 0.27 -3.13 -0.35
H 0.24 1.03 -0.69
H -2.02 -0.26 -2.39
H -2.05 1.30 -1.62
H 1.58 0.38 2.37
H 2.56 1.25 3.21
O 2.24 0.36 3.06
H -3.77 -1.87 0.84
H -3.77 -1.11 -0.46
O -3.87 -0.96 0.51
H 0.48 2.86 0.87
H 1.30 3.95 1.48
O 0.73 3.79 0.74
H -2.13 0.53 0.98
H -3.38 0.48 1.73
O -2.55 0.97 1.73
H 0.25 1.89 3.20
H -1.08 1.70 2.27
O -0.10 1.60 2.34
```

Summary:
Spin multiplicity = 1
Total charge = 0
E = -711.40394 Eh
Energy relative to the best compared isomer or geometry (same formula, charge and spin) = 1.670 eV
SMILES = C=C/C(=C\N)CCC.O.O.O.O.O
HOMO = -0.2929 Eh
Gap between HOMO and LUMO = 8.35 eV

=====

[9]
C7H24F3FeN12O9S | ωB97M-V/def2-TZVPD

Structure (XYZ):
```
57
C7H24F3FeN12O9S | OMol25 | ωB97M-V/def2-TZVPD
Fe 2.29 -8.57 -22.71
C 4.61 -6.49 -26.16
F 4.48 -6.24 -27.49
F 4.94 -7.76 -25.97
F 5.48 -5.65 -25.69
S 2.88 -6.24 -25.34
O 2.85 -7.08 -24.11
O 2.77 -4.81 -24.98
O 1.96 -6.63 -26.41
C 2.07 -10.21 -25.47
O 2.41 -9.51 -24.56
N 1.24 -9.87 -26.41
N 2.50 -11.41 -25.71
H 0.95 -10.57 -27.07
H 0.96 -8.90 -26.42
H 3.15 -11.69 -25.00
H 2.39 -12.02 -26.51
C 5.26 -9.69 -22.90
O 4.56 -8.71 -22.75
N 6.00 -9.93 -23.93
N 5.30 -10.55 -21.95
H 6.02 -9.22 -24.65
H 6.13 -10.88 -24.25
H 4.77 -10.19 -21.17
H 6.00 -11.27 -22.09
C 1.27 -5.63 -21.55
O 1.45 -6.78 -21.77
N 0.51 -5.18 -20.59
N 1.82 -4.68 -22.23
H 0.37 -4.19 -20.42
H -0.02 -5.92 -20.14
H 1.67 -3.69 -22.09
H 2.27 -4.94 -23.10
C 1.65 -11.71 -22.06
O 1.98 -10.52 -22.11
N 2.30 -12.67 -22.62
N 0.47 -12.02 -21.70
H 2.07 -13.62 -22.85
H 3.17 -12.40 -23.06
H 0.27 -13.00 -21.59
H -0.18 -11.25 -21.62
C 2.90 -8.77 -19.50
O 3.02 -8.57 -20.67
N 3.78 -9.15 -18.59
N 1.85 -8.56 -18.90
H 4.62 -9.56 -18.99
H 3.53 -9.06 -17.62
H 1.70 -8.71 -17.92
H 1.12 -8.15 -19.47
C -0.84 -8.44 -23.79
O 0.18 -8.73 -23.28
N -1.32 -9.04 -24.88
N -1.67 -7.43 -23.52
H -0.85 -9.78 -25.37
H -2.22 -8.82 -25.29
H -2.38 -7.26 -24.21
H -1.55 -7.26 -22.53
```

Summary:
Spin multiplicity = 9
Total charge = +1
E = -3576.43265 Eh
Energy relative to the best compared isomer or geometry (same formula, charge and spin) = 1.091 eV
HOMO (spin up / spin down) = -0.1740 / -0.4699 Eh
Gap between HOMO and LUMO (spin up / spin down) = 2.63 / 5.65 eV

=====

[10]
C7H24N4O5Tm | ωB97M-V/def2-TZVPD

Structure (XYZ):
```
41
C7H24N4O5Tm | OMol25 | ωB97M-V/def2-TZVPD
O 0.18 2.30 -0.22
H 2.05 3.19 -0.51
Tm -1.16 0.65 -0.03
N -1.26 -0.07 -2.30
N 0.62 -0.83 -0.91
O -2.21 0.65 -3.01
O 1.26 -1.62 0.08
C -0.48 -0.93 -2.95
C 0.65 -1.34 -2.15
C -0.75 -1.48 -4.32
C 1.61 -2.34 -2.69
H -1.65 -1.02 -4.72
H -0.89 -2.57 -4.28
H 0.09 -1.28 -5.00
H 2.39 -2.67 -1.99
H 2.13 -1.92 -3.57
H 1.08 -3.24 -3.03
H -2.66 1.16 -2.21
H 2.05 -2.00 -0.35
O -1.37 -1.59 0.89
H -1.99 -2.31 0.63
H -0.45 -1.92 0.78
C 2.74 3.36 -1.35
H 2.39 4.09 -2.09
H 2.80 2.41 -1.89
H 3.73 3.65 -0.98
O -2.81 1.65 -0.75
H -0.02 3.11 0.29
H -2.90 2.61 -0.86
N 0.45 0.39 1.96
C -0.18 0.40 3.30
C -1.31 1.42 3.34
N -2.25 1.20 2.17
H 1.13 -0.36 1.86
H 0.95 1.26 1.74
H -0.56 -0.61 3.52
H 0.56 0.67 4.07
H -1.87 1.33 4.28
H -0.90 2.43 3.24
H -2.93 0.48 2.42
H -2.80 2.04 1.99
```

Summary:
Spin multiplicity = 3
Total charge = +1
E = -1961.36822 Eh
Energy relative to the best compared isomer or geometry (same formula, charge and spin) = 0.000 eV
HOMO (spin up / spin down) = -0.4570 / -0.4570 Eh
Gap between HOMO and LUMO (spin up / spin down) = 8.23 / 8.23 eV

=====

[11]
C7H24O7 | ωB97M-V/def2-TZVPD

Structure (XYZ):
```
38
C7H24O7 | OMol25 | ωB97M-V/def2-TZVPD
C 0.25 0.54 -2.41
C 1.52 0.57 -1.52
C 1.52 1.86 -0.68
C 1.02 1.54 0.72
C -0.35 1.35 0.98
C -0.79 0.65 2.15
C -2.03 0.08 2.27
O -2.44 -0.83 3.26
H -0.16 -0.44 -2.61
H 0.44 0.98 -3.39
H -0.42 1.25 -1.92
H 2.44 0.58 -2.11
H 1.51 -0.32 -0.91
H 0.94 2.70 -1.08
H 2.53 2.27 -0.55
H 1.72 1.10 1.42
H -1.16 1.56 0.28
H -0.02 0.48 2.90
H -2.78 0.19 1.50
H -1.73 -1.41 3.57
H -0.61 -1.62 1.18
H 0.51 -0.68 0.63
O 0.33 -1.59 0.94
H -1.53 -0.06 -4.80
H -0.51 -1.20 -4.61
O -1.39 -0.89 -4.33
H -3.16 -2.46 1.62
H -2.52 -1.29 2.25
O -2.54 -1.75 1.39
H 2.46 -3.60 0.92
H 1.92 -2.65 1.89
O 2.77 -3.07 1.66
H 0.48 -1.96 -0.96
H -0.91 -2.40 -1.48
O -0.01 -2.21 -1.76
H 1.09 3.54 1.01
H 0.33 4.68 1.34
O 1.27 4.50 1.23
```

Summary:
Spin multiplicity = 2
Total charge = -1
E = -807.59430 Eh
Energy relative to the best compared isomer or geometry (same formula, charge and spin) = 2.308 eV
HOMO (spin up / spin down) = -0.0242 / -0.1323 Eh
Gap between HOMO and LUMO (spin up / spin down) = 3.66 / 6.57 eV